# 1
112
Properties=species:S:1:pos:R:3 method="wB97M-V/def2-TZVPD" charge=+1 relative_energy_kj_mol=223.6 e_homo_ha=-0.385 energy_ha=-9473.570705
La 15.74163 11.94188 16.50404
C 13.59786 8.97645 13.35835
C 13.04411 9.29744 14.67792
N 13.68982 9.94018 15.67813
C 12.94570 9.80579 16.79123
C 11.71262 9.20032 16.45703
N 11.80310 8.89086 15.07525
C 10.55902 8.79299 17.27472
O 10.46508 8.98918 18.56220
O 9.70835 8.20618 16.56897
C 13.37033 10.30648 18.16962
O 12.48630 10.19920 19.06040
O 14.52798 10.75092 18.40239
H 14.53064 9.57542 13.19508
H 12.87399 9.24345 12.59852
H 13.82897 7.92431 13.34669
H 11.10050 8.36301 14.55808
H 11.30333 9.52409 18.90011
C 19.17420 11.61091 20.37868
Se 17.33271 12.28235 20.13161
C 18.03934 14.19950 20.25738
C 16.92435 15.17156 20.49273
Se 15.97192 15.53872 18.79357
C 14.06518 15.46865 19.42714
H 19.75447 12.45489 20.75903
H 19.57485 11.25019 19.41388
H 19.10236 10.81179 21.11377
H 18.56480 14.35450 19.32489
H 18.72345 14.15255 21.11437
H 17.23840 16.16660 20.84549
H 16.19679 14.76793 21.18976
H 13.94488 15.85478 20.43161
H 13.75136 14.41633 19.43455
H 13.46947 16.02930 18.67924
O 13.94900 13.42408 16.46694
C 13.75399 13.19865 15.20198
O 14.52430 12.48998 14.47139
C 12.44646 13.80476 14.58079
C 12.57386 14.02510 13.08322
Ge 12.42343 15.92414 12.59957
C 10.94619 16.89977 13.39475
C 11.14570 17.96360 14.30135
C 10.11093 18.36134 15.16558
C 8.82766 17.86111 14.96992
C 8.56424 17.06129 13.84341
C 9.61923 16.56936 13.08802
C 14.03126 16.69937 13.21591
C 15.05193 17.00711 12.30121
C 16.20791 17.68185 12.70496
C 16.31552 18.12260 14.03878
C 15.31398 17.83401 14.96672
C 14.19198 17.08689 14.56565
C 12.40279 15.94059 10.64076
C 11.56737 16.79633 9.97222
C 11.51332 16.76428 8.57199
C 12.32243 15.86075 7.86521
C 13.18184 15.02378 8.53804
C 13.23890 15.05768 9.93634
H 12.15886 14.68251 15.20471
H 11.67207 13.05035 14.82706
H 11.81639 13.46102 12.50556
H 13.56000 13.70437 12.78027
H 12.13044 18.36344 14.39576
H 10.33196 19.06361 15.98692
H 8.03394 18.08572 15.67723
H 7.56543 16.81373 13.56436
H 9.41410 15.83041 12.32762
H 15.02200 16.66483 11.27168
H 16.98599 17.82629 11.97708
H 17.21177 18.66034 14.33735
H 15.37717 18.17132 16.02081
H 13.45968 16.78628 15.31450
H 10.94733 17.53267 10.49874
H 10.81087 17.42798 8.05178
H 12.24514 15.83892 6.76696
H 13.86091 14.34678 8.04310
H 13.97780 14.47619 10.45014
C 18.35004 8.42423 13.59314
N 17.74284 8.37199 14.91839
C 17.97936 7.31999 15.79179
C 17.49741 7.35614 17.06910
C 16.78655 8.53928 17.50413
N 16.67112 9.59373 16.67771
C 17.10638 9.51723 15.40037
O 16.90039 10.51915 14.62561
N 16.23048 8.64487 18.71089
H 17.59496 8.10571 12.87865
H 19.23551 7.77678 13.49584
H 18.60664 9.44282 13.35354
H 18.52452 6.46971 15.41757
H 17.59548 6.51751 17.71732
H 16.22787 7.86201 19.36939
H 15.58109 9.42516 18.91130
O 17.69958 13.34300 16.03438
C 18.85310 13.74648 15.75215
C 19.15088 14.75436 14.63709
C 19.97448 15.98236 15.04810
C 21.49808 15.70354 15.17911
C 21.86499 14.89963 16.46786
C 21.29934 13.49804 16.41300
N 19.88221 13.35539 16.51996
H 18.15866 15.02979 14.25866
H 19.67650 14.21740 13.82357
H 19.59495 16.36633 15.97615
H 19.78392 16.81651 14.38644
H 22.05517 16.66116 15.11518
H 21.84694 15.16539 14.27858
H 21.54463 15.40266 17.37209
H 22.95162 14.77639 16.54511
H 21.73684 12.86217 17.20451
H 21.60354 13.04948 15.49258
H 19.52211 12.81193 17.29424



# 2
106
Properties=species:S:1:pos:R:3 method="wB97M-V/def2-TZVPD" s_squared=0.760 charge=+1 relative_energy_kj_mol=0.0 e_homo_ha="-0.339 / -0.318" energy_ha=-3869.382589 spin_multiplicity=2
V -0.74959 -0.08547 0.31954
O -1.37644 -2.66059 -2.24782
C -0.71556 -2.51398 -1.22995
O -1.16958 -1.96442 -0.13532
C 0.72535 -2.98089 -1.17550
C 1.09231 -3.93616 -2.11953
C 2.36509 -4.48238 -2.13002
C 3.29446 -4.06647 -1.18824
C 2.94465 -3.10317 -0.25402
C 1.67213 -2.53766 -0.23618
P 1.24544 -1.30011 1.06279
C 2.76461 -0.31437 1.31893
C 2.96938 0.33349 2.53856
C 4.04372 1.19424 2.71742
C 4.93631 1.42295 1.67837
C 4.73768 0.79439 0.45670
C 3.65530 -0.05754 0.27552
C 1.15424 -2.40070 2.52340
C -0.06546 -3.03562 2.76782
C -0.19005 -3.93338 3.81851
C 0.89793 -4.20855 4.63568
C 2.11852 -3.59708 4.38776
C 2.24753 -2.70409 3.33267
H 0.34375 -4.24711 -2.83659
H 2.62598 -5.23811 -2.86047
H 4.28986 -4.49297 -1.17674
H 3.68184 -2.79162 0.47621
H 2.29573 0.15388 3.36899
H 4.18969 1.67548 3.67725
H 5.78686 2.07758 1.82548
H 5.43373 0.95781 -0.35800
H 3.52390 -0.54838 -0.68176
H -0.90691 -2.83817 2.11919
H -1.13914 -4.42577 3.99410
H 0.79972 -4.90701 5.45696
H 2.97621 -3.81933 5.01078
H 3.21076 -2.24715 3.14658
C -3.39023 6.17620 -2.11379
C -2.17472 6.33038 -1.20669
C -0.86177 5.90723 -1.86112
C -0.81441 4.42702 -2.23267
N -0.95974 3.53493 -1.08587
C -0.01244 3.25418 -0.19288
S -0.40431 2.26090 1.16810
N 1.19182 3.78178 -0.35287
C 2.39573 3.50131 0.43854
C 3.04934 4.76787 0.97351
C 2.37884 5.37510 2.20517
C 0.97562 5.93137 1.98571
H -4.27639 6.62165 -1.66168
H -3.63187 5.12942 -2.31739
H -3.23013 6.66632 -3.07711
H -2.32044 5.76072 -0.28291
H -2.08329 7.37105 -0.89260
H -0.03346 6.14705 -1.18761
H -0.69464 6.48595 -2.77420
H 0.10937 4.16923 -2.75880
H -1.62019 4.17476 -2.92112
H -1.87249 3.19827 -0.83655
H 1.31062 4.45101 -1.09875
H 3.08796 2.95109 -0.19975
H 2.10873 2.83547 1.24673
H 3.11826 5.51303 0.17024
H 4.08196 4.51179 1.22382
H 3.02130 6.17592 2.57843
H 2.35490 4.61672 2.99490
H 0.96042 6.65375 1.16345
H 0.62765 6.45026 2.88014
H 0.24719 5.14897 1.76467
N -1.63413 -1.00641 -10.27792
C -1.34617 -0.77909 -9.18879
C -0.98663 -0.48827 -7.82548
C -1.56811 -1.20418 -6.78327
C -1.22699 -0.92524 -5.47167
C -0.30839 0.08286 -5.20750
C 0.28675 0.79247 -6.24069
C -0.05226 0.50522 -7.55117
N 0.03723 0.37840 -3.85744
C 1.21613 0.93691 -3.39414
C 1.13124 0.91923 -2.04100
N -0.08293 0.38072 -1.65378
C -0.70708 0.07837 -2.76960
H -2.27475 -1.99252 -7.00206
H -1.64064 -1.53163 -4.67500
H 0.99891 1.58179 -6.03854
H 0.40302 1.05683 -8.36240
H 2.01393 1.23361 -4.05285
H 1.86137 1.22814 -1.31171
H -1.66174 -0.41450 -2.82494
N -2.90704 0.29941 -0.31024
H -3.18975 0.85234 -1.11293
H -3.45639 0.63129 0.47457
H -3.17890 -0.66401 -0.50125
C -1.95967 0.97838 4.28253
C -3.31282 0.42446 3.77076
C -2.89914 -0.72587 2.85673
O -1.58383 -0.37567 2.40317
C -0.92394 0.08768 3.60183
H -1.87137 0.93064 5.36659
H -1.83043 2.01573 3.97773
H -3.85601 1.19064 3.21821
H -3.95810 0.07644 4.57530
H -3.53203 -0.90022 1.99003
H -2.82663 -1.66573 3.41189
H -0.01224 0.59930 3.30382
H -0.66944 -0.78725 4.20693



# 3
116
Properties=species:S:1:pos:R:3 method="wB97M-V/def2-TZVPD" s_squared=6.067 charge=+1 relative_energy_kj_mol=63.0 e_homo_ha="-0.278 / -0.381" energy_ha=-9410.079589 spin_multiplicity=5
Pd -2.93048 0.05786 0.32416
C -5.54589 -2.20262 2.11345
C -4.33915 -3.09972 2.07884
C -4.57122 -4.42981 2.28697
C -3.52828 -5.33402 2.56978
C -2.24956 -4.76616 2.68132
C -1.94369 -3.42995 2.40954
C -0.53910 -2.90172 2.32995
C -3.02225 -2.59189 2.08631
N -2.88360 -1.20526 2.00562
C -2.86317 -0.55406 3.18865
O -2.67042 -1.05972 4.30645
C -3.22782 0.87856 3.05342
C -3.25595 1.77607 4.09899
C -3.57492 3.14083 3.88100
C -3.65589 3.57136 2.55745
C -3.50551 2.64790 1.54156
N -3.26086 1.36437 1.77410
C -3.64894 2.96420 0.12326
O -3.65817 4.14024 -0.34159
N -3.80848 1.81952 -0.63493
C -4.34694 1.91022 -1.96033
C -5.66784 1.54248 -2.17125
C -6.58996 1.53779 -0.95366
C -6.03356 1.13379 -3.47390
C -5.25406 1.30252 -4.58470
C -3.99122 1.84452 -4.39452
C -3.51196 2.17868 -3.11770
C -2.16706 2.75975 -2.88287
H -5.36068 -1.16028 2.30251
H -6.12933 -2.32066 1.15509
H -6.17181 -2.59948 2.91768
H -5.57941 -4.78772 2.42837
H -3.62461 -6.43119 2.68418
H -1.42993 -5.42007 3.00828
H -0.39709 -2.17713 3.17944
H 0.11065 -3.76349 2.45247
H -0.37021 -2.38944 1.39647
H -3.00853 1.32725 5.03588
H -3.50193 3.91460 4.68548
H -3.85063 4.56915 2.23765
H -7.60049 1.79163 -1.30228
H -6.56464 0.54748 -0.46456
H -6.30948 2.34129 -0.23288
H -7.02745 0.71475 -3.60497
H -5.70902 1.09033 -5.53776
H -3.36034 1.98703 -5.27023
H -1.51421 2.48286 -3.72320
H -1.78638 2.40215 -1.91242
H -2.26364 3.85666 -2.79690
C -1.95590 -3.98365 -1.85437
Ge -2.82811 -2.22944 -2.07646
C -4.67256 -2.51930 -1.65421
C -2.60426 -1.85310 -3.99042
C -1.76705 -0.84350 -1.06074
H -2.18577 -4.33103 -0.85105
H -0.88368 -3.96779 -1.98654
H -2.39013 -4.72582 -2.50297
H -5.14695 -1.70755 -1.06514
H -4.77288 -3.40551 -1.01174
H -5.16459 -2.71689 -2.57435
H -1.55991 -1.79334 -4.34094
H -3.04253 -0.87906 -4.25217
H -3.17349 -2.56163 -4.58579
H -1.37618 -0.05492 -1.65804
H -0.98153 -1.25658 -0.44240
N 2.71480 3.59844 2.23741
C 3.36248 3.16594 3.34940
N 3.02518 3.67568 4.55504
O 4.22674 2.24550 3.22114
H 2.16236 4.43149 2.27712
H 3.10992 3.36859 1.29139
H 2.21363 4.29443 4.65135
H 3.32355 3.15774 5.40284
C 4.65005 4.71855 -2.55554
O 4.41535 3.35082 -2.16148
C 3.78494 3.02598 -1.00742
O 2.76537 3.53902 -0.53824
C 4.34162 1.76902 -0.44602
C 5.31729 1.76008 0.49249
As 5.86946 0.17783 1.40663
C 7.59361 0.02131 0.38774
C 5.01622 -1.26790 0.31376
C 3.90340 -1.03611 -0.44007
As 2.81949 0.59465 -0.15724
C 2.08634 0.72456 -1.94618
C 3.25889 -2.04156 -1.30750
O 2.03552 -2.32858 -1.28080
O 4.07808 -2.50288 -2.31993
C 3.42399 -3.46171 -3.27374
C 5.66561 -2.55752 0.64834
O 6.50250 -2.62072 1.62986
O 5.29098 -3.59728 -0.11452
C 5.73585 -4.86689 0.49243
C 6.23956 2.88148 0.72089
O 6.34360 3.92035 0.02488
O 7.01014 2.67668 1.86124
C 7.23391 3.81953 2.74350
H 3.72869 5.36259 -2.46738
H 4.98518 4.69139 -3.61507
H 5.43317 5.09956 -1.93855
H 7.97295 1.06480 0.21526
H 7.44341 -0.54225 -0.54396
H 8.25743 -0.46564 1.07187
H 1.72892 1.72846 -2.07452
H 1.19382 0.05110 -2.00887
H 2.79997 0.45026 -2.73354
H 3.71648 -3.15953 -4.29300
H 2.37026 -3.24595 -3.12914
H 3.69499 -4.51338 -3.06817
H 6.83539 -4.80232 0.68965
H 5.44847 -5.68459 -0.21819
H 5.22860 -4.98777 1.44708
H 7.21415 4.75335 2.14219
H 8.21092 3.65931 3.27430
H 6.41742 3.76175 3.46502